62
Properties=species:S:1:pos:R:3:forces:R:3:lowdin_charge:R:1 method="wB97M-V/def2-TZVPD" e_tot_ha=-1344.0745 total_charge=0 fmax_ev_per_a=1.43
H -0.0116 2.0992 2.6117 0.0 0.2 -0.1 0.11
C -0.1029 3.0833 -0.5901 -0.1 0.0 0.5 0.02
C -3.9682 -0.2523 3.7307 0.7 0.4 -0.4 -0.22
C -3.8316 1.5704 -2.8879 0.0 0.1 -0.2 -0.09
H -5.3624 -2.4005 5.0891 -0.2 0.0 0.1 0.08
C 1.2760 0.5760 3.3211 1.3 -0.5 -0.1 -0.16
H 6.9993 -1.2035 2.7046 -0.3 0.0 -0.1 0.09
H -5.6265 -0.6167 1.7340 -0.1 -0.1 0.2 0.09
C 2.8215 4.8833 0.5177 -0.4 -0.3 -0.4 -0.25
C 1.6029 -0.7671 3.6934 0.0 0.3 0.1 0.02
H -4.4652 1.8387 3.4037 0.2 -0.3 0.0 0.13
H 3.5408 6.0994 -1.1133 0.1 -0.2 0.1 0.08
H -5.5779 -2.2733 2.4005 -0.1 0.1 -0.1 0.09
H -6.8447 -1.4023 5.0063 0.2 0.0 0.1 0.09
C 3.6649 1.1365 3.4585 0.6 -0.9 0.2 0.02
C -0.0010 1.0817 3.0012 -0.3 0.1 0.8 0.14
C -1.6068 -0.8214 3.5207 -0.1 0.2 0.3 0.01
H 4.6964 5.8933 0.2099 -0.1 0.0 0.0 0.07
H -3.4909 1.0029 -0.8258 0.0 0.3 -0.1 0.11
C -3.6594 1.1062 3.4643 -0.8 -1.0 0.3 0.03
C 2.9192 -1.1418 3.8887 -0.1 0.1 0.0 0.00
C -1.4375 2.6458 -0.3524 1.1 0.3 -0.4 -0.52
O 0.6269 3.8964 1.5627 0.1 0.0 0.3 -0.02
H 5.4441 -0.7815 5.9044 0.1 -0.1 -0.2 0.09
H 6.8678 -1.3673 4.9938 -0.3 0.0 0.1 0.09
H 2.1198 2.5413 2.9769 0.0 -0.2 0.0 0.11
C 3.9316 5.3825 -0.3824 0.0 0.1 -0.1 -0.09
C 2.3608 1.5079 3.2357 -0.8 0.0 -0.2 0.03
C 5.7717 -1.3403 5.0193 -0.5 0.0 -0.2 -0.08
H -6.9985 -1.2304 2.7102 0.2 0.0 -0.1 0.09
H -3.1620 -2.2237 4.0354 0.2 0.3 -0.2 0.12
H 4.4126 4.5580 -0.9215 -0.1 0.1 0.1 0.08
C -2.9087 -1.1838 3.8101 0.1 -0.1 -0.1 0.00
C -1.2752 0.5468 3.2783 -1.0 -0.4 -0.4 -0.16
H -3.7925 2.4721 -3.5116 0.0 -0.2 0.1 0.08
H -2.1225 2.5179 3.0358 0.0 -0.2 0.0 0.12
C 0.7486 3.7297 0.3465 -0.7 -0.9 -0.9 -0.52
H 0.8308 -1.5224 3.8093 0.4 0.3 -0.1 0.09
N -5.3022 -0.6990 3.8061 -0.9 0.6 0.4 -0.24
C -2.3575 1.4805 3.2590 0.8 0.2 -0.3 0.01
C 3.9769 -0.2192 3.7479 -0.7 0.2 -0.5 -0.22
H 3.1750 -2.1811 4.1098 -0.2 0.3 0.0 0.12
C -5.9086 -1.2379 2.5921 0.4 0.1 0.0 -0.07
O -2.0964 2.5824 0.6805 -0.2 0.0 0.3 0.01
O 1.8735 4.1710 -0.3160 0.9 0.7 0.9 -0.06
H -5.4144 -0.8085 5.9006 -0.1 -0.1 -0.2 0.09
C -3.3802 1.8838 -1.4778 0.5 0.1 -0.1 -0.25
H 4.4718 1.8683 3.3993 -0.2 -0.3 0.0 0.12
H 5.3926 -2.3738 5.0917 0.2 0.0 0.1 0.08
O -1.9859 2.2559 -1.5562 -1.2 -0.3 0.2 -0.06
C -5.7494 -1.3706 5.0206 0.5 0.0 -0.2 -0.08
N 5.3083 -0.6700 3.8096 1.0 0.6 0.4 -0.24
C 5.9078 -1.2116 2.5935 -0.4 0.1 0.0 -0.07
H 5.6191 -0.5951 1.7349 0.1 -0.1 0.1 0.09
H 3.2204 4.1990 1.2848 -0.2 0.3 -0.1 0.11
H 0.2630 2.9915 -1.6063 -0.1 0.2 0.2 0.10
H -0.8562 -1.6037 3.4401 -0.4 0.3 0.1 0.09
H -4.8634 1.2079 -2.8852 0.1 0.0 0.0 0.07
H 5.5791 -2.2499 2.4078 0.1 0.1 -0.1 0.09
H -3.1965 0.8018 -3.3453 -0.1 0.2 0.1 0.08
H 2.3044 5.7235 1.0061 0.2 -0.3 0.0 0.12
H -3.9512 2.7265 -1.0590 0.1 -0.4 0.0 0.12

***

59
Properties=species:S:1:pos:R:3:forces:R:3:lowdin_charge:R:1 method="wB97M-V/def2-TZVPD" s_squared=2.012 e_tot_ha=-7372.7720 total_charge=+1 fmax_ev_per_a=0.40 spin_multiplicity=3
C -5.3680 -2.1260 -2.0974 0.1 0.0 0.0 -0.60
H 5.6521 3.3191 2.2302 0.0 0.0 0.0 0.11
H -0.4873 1.4732 6.1066 0.0 0.0 0.0 0.12
H -2.5704 1.2720 -0.6194 0.0 -0.1 0.0 0.12
F -5.2830 -3.3840 -2.5369 0.0 0.0 0.0 0.16
H -1.1498 -0.8122 6.7912 0.0 0.0 0.0 0.11
H -1.8305 -3.4160 2.2422 0.0 0.0 0.0 0.12
C -0.1310 0.6150 5.5510 0.0 -0.1 0.0 -0.07
C 0.7130 0.7995 4.4687 0.0 -0.1 0.0 -0.07
C 1.1690 -0.3152 3.7747 0.1 0.0 0.2 -0.42
S 2.2194 -0.1356 2.3470 0.0 -0.2 0.0 1.03
N 1.5459 0.8672 1.2994 -0.1 0.1 -0.2 -0.50
N -1.5770 -0.4948 -1.0268 -0.1 0.0 0.2 -0.11
O -1.6530 1.3963 2.0983 0.0 0.0 0.0 -0.01
N -3.1915 -1.0737 4.0032 -0.1 0.1 0.0 -0.09
H -3.9975 0.8262 3.5122 0.0 0.0 0.0 0.14
H 5.5756 0.9008 5.7643 0.0 0.0 0.0 0.11
C 4.1392 1.8043 2.2863 0.1 0.0 0.1 -0.08
C 0.7916 -1.5991 4.1329 0.0 0.0 0.1 -0.09
H 6.5667 2.7488 4.4523 0.0 0.0 0.0 0.11
C -3.0529 0.3510 3.7823 0.0 -0.1 0.0 -0.03
Se 3.1485 0.7636 -1.6787 0.0 0.1 -0.2 -0.17
F -5.9941 -1.4000 -3.0283 0.0 0.0 0.0 0.17
H 3.7465 2.0269 1.3028 0.0 0.0 0.0 0.08
H -5.1479 -1.6229 4.5810 0.0 0.0 0.0 0.10
N -2.3583 -3.0340 3.0066 0.0 0.0 0.0 0.21
C 5.1742 1.1526 4.7920 0.0 0.0 0.0 -0.06
C -1.6643 -1.7489 -1.4818 0.2 0.1 -0.1 -0.14
F -6.1390 -2.1260 -0.9983 -0.1 0.0 0.1 0.16
H 3.6675 -0.3709 4.8669 0.0 0.0 0.0 0.11
C -2.4399 -1.6959 3.0790 0.0 0.0 -0.1 -0.44
C -2.0660 0.3761 2.6134 0.0 -0.1 0.0 -0.50
Au 0.0462 0.1499 0.0905 0.3 0.1 -0.2 0.79
C 5.7282 2.1926 4.0538 0.0 0.0 0.0 -0.06
N -1.7453 -0.9157 2.2573 -0.3 0.1 0.2 0.15
C -0.0504 -1.7765 5.2256 0.1 0.0 0.0 -0.08
C -3.9225 -0.2339 -1.3484 0.0 0.1 0.0 0.03
H -0.3419 -2.7750 5.5256 0.0 0.0 0.0 0.11
C -0.5065 -0.6729 5.9312 0.1 0.0 0.0 -0.07
C -4.1207 -1.6562 4.9487 0.1 0.0 -0.1 -0.01
Se 0.5480 -0.4024 -4.2282 0.0 0.1 0.0 -0.19
C 3.5834 0.7866 3.0472 0.0 0.1 0.0 -0.39
H -2.6328 0.8605 4.6516 0.0 0.0 0.0 0.12
H 1.2958 1.7545 1.7314 0.0 0.0 0.0 0.02
H 1.0159 1.7979 4.1731 0.0 0.0 0.0 0.13
C -4.0103 -1.5480 -1.7764 -0.1 0.0 0.0 -0.09
H -4.7983 0.3986 -1.2937 0.0 0.0 0.0 0.14
C -2.6891 0.2591 -0.9799 0.1 -0.1 0.0 -0.10
C 4.0987 0.4391 4.2917 0.0 0.0 -0.1 -0.08
H -2.8978 -3.3317 -2.2254 0.0 0.0 0.0 0.13
C 5.2161 2.5140 2.8071 0.0 0.0 0.0 -0.06
H -0.7363 -2.3004 -1.5457 0.0 0.0 0.1 0.11
H -3.0043 -3.6322 3.4865 0.0 0.0 0.0 0.10
H -4.0701 -1.1081 5.8882 0.0 0.0 0.0 0.10
H 1.1521 -2.4505 3.5665 0.0 0.0 0.0 0.11
Te 1.1069 1.7665 -5.0200 -0.1 -0.2 -0.1 0.21
Te 2.7692 2.7278 -2.9839 0.1 0.0 0.3 0.18
C -2.8655 -2.3142 -1.8653 0.0 -0.1 -0.1 0.03
H -3.8554 -2.6904 5.1610 0.0 0.0 0.0 0.08

***

18
Properties=species:S:1:pos:R:3:forces:R:3:lowdin_charge:R:1 method="wB97M-V/def2-TZVPD" smiles=CN1C[C@H]1CCO e_tot_ha=-327.0387 total_charge=0 fmax_ev_per_a=1.12
H 2.2510 -1.6083 1.1404 -0.2 -0.1 -0.2 0.12
H 1.9622 0.6410 0.9583 -0.1 0.0 -0.2 0.11
C -0.1243 0.7610 0.8102 -0.8 -0.3 -0.2 -0.27
N -1.0719 1.3689 -0.1239 -0.1 -0.2 -0.2 -0.12
H -0.0113 1.2936 1.7514 -0.4 0.2 -0.2 0.13
H 0.1796 -1.8989 -0.7696 0.4 -0.2 0.2 0.06
H 1.4022 0.2543 -0.6530 0.0 -0.2 0.1 0.11
C -0.8406 1.1729 -1.5494 0.0 0.4 -0.1 -0.11
H -0.0920 1.8863 -1.9084 -0.1 -0.1 0.1 0.09
C 1.2453 -1.3645 0.7842 0.2 -0.2 -0.5 -0.25
H -1.5872 -0.7600 -0.0193 0.1 -0.1 -0.2 0.10
C 1.1719 0.1146 0.4075 0.3 0.1 0.5 -0.15
H 0.5343 -1.6371 1.5705 0.0 0.3 0.1 0.12
H -1.7701 1.3720 -2.0937 0.1 0.0 0.2 0.09
H -0.5160 0.1640 -1.8287 0.1 -0.1 0.1 0.07
H -2.2488 0.2797 1.3204 0.0 -0.1 -0.1 0.10
C -1.4911 0.1509 0.5550 0.6 0.7 0.7 -0.11
O 1.0066 -2.1904 -0.3518 -0.3 -0.1 -0.2 -0.08

***

14
Properties=species:S:1:pos:R:3:forces:R:3:lowdin_charge:R:1 method="wB97M-V/def2-TZVPD" smiles="O=C1CNCC1=O.[H][H]" e_tot_ha=-361.7829 total_charge=0 fmax_ev_per_a=0.68
H -1.6168 -0.7200 -1.5334 0.0 0.0 0.1 0.13
H -1.7611 1.3456 -0.3221 0.1 -0.1 0.1 0.11
O 2.3667 -0.1066 -0.6004 -0.7 0.1 -0.1 0.11
H 0.2680 1.5136 -1.6235 -0.1 0.1 0.1 0.14
H 0.6845 2.0263 0.0364 0.0 -0.2 -0.1 0.13
H 1.3847 -0.2959 1.7826 -0.1 0.0 0.2 0.10
C 0.1854 -1.2330 -0.5489 0.0 -0.6 -0.1 -0.33
C 1.1679 -0.0314 -0.5539 0.5 0.1 -0.1 -0.38
C 0.2874 1.2023 -0.5639 0.2 0.1 -0.1 -0.15
H -1.8724 -1.2013 0.1600 0.2 0.1 -0.1 0.13
H 0.6681 -0.1056 1.8125 0.0 0.0 0.3 0.09
O 0.5005 -2.3905 -0.6229 -0.2 0.6 0.1 0.14
N -1.0003 0.7324 -0.0543 -0.1 0.1 -0.1 -0.07
C -1.2111 -0.6410 -0.5086 0.0 -0.2 -0.1 -0.14

***

26
Properties=species:S:1:pos:R:3:forces:R:3:lowdin_charge:R:1 method="wB97M-V/def2-TZVPD" e_tot_ha=-807.9528 total_charge=-1 fmax_ev_per_a=4.95
H -2.9145 -0.3320 1.1211 -0.6 -0.2 0.9 0.06
H 0.9492 -1.7986 -1.4490 2.0 0.7 1.4 0.06
C -1.7536 -1.0876 -1.2605 2.7 2.3 3.5 -0.13
C -2.4084 -1.1017 1.7121 1.6 1.2 -1.9 -0.08
N -2.3586 -1.6865 -2.0209 -0.7 -0.8 -1.1 0.03
C -1.5518 1.2802 -0.0782 0.6 -1.8 0.0 -0.75
H 2.9317 1.4974 1.1325 -0.8 -0.4 -0.2 0.01
C 1.8253 1.4226 1.0302 -1.5 -0.8 0.6 -0.18
H 1.3246 1.0667 2.0701 1.2 1.2 -2.4 0.06
H -0.3124 -1.7900 1.3937 -0.8 1.3 -0.2 0.13
C -0.8001 -0.0582 0.1544 0.0 -0.9 -3.6 -0.24
C 1.7487 -1.3391 -0.6782 -2.5 -1.0 -0.2 -0.23
H 2.7682 -1.5168 -1.0075 0.0 0.3 -0.3 -0.01
Si 0.9835 0.4444 -0.4617 1.4 -0.3 -0.6 0.57
C -0.9291 -0.8147 1.3984 -0.5 -3.6 -1.5 -0.27
H -2.6920 -2.0494 1.3542 -0.3 -1.3 -0.3 0.06
H -0.4592 -0.2509 2.1249 0.8 1.5 1.8 0.07
H 2.4587 0.6726 -2.5805 -0.7 1.2 0.8 0.02
C 1.5605 1.2545 -2.1824 0.3 -0.3 1.0 -0.19
O -2.7153 1.3766 0.2384 -1.5 1.1 0.4 0.01
H 1.6102 -1.9660 0.2493 0.1 0.6 -0.8 0.01
H 0.7787 0.9737 -2.8905 -0.2 0.5 0.0 0.00
H 1.4481 2.3969 0.6577 0.1 -0.1 1.1 0.00
O -0.7667 2.0250 -0.6944 0.9 1.5 -0.3 -0.06
H -2.4079 -1.0174 2.7373 -1.2 0.1 2.4 0.04
H 1.6821 2.3981 -2.0705 -0.1 -2.0 -0.5 0.04

***

104
Properties=species:S:1:pos:R:3:forces:R:3:lowdin_charge:R:1 method="wB97M-V/def2-TZVPD" smiles="CCOC(=O)CCCc1ccc2nc([PH2]=N)cnc2c1.CCN(CC)CC.CCN(CC)CC.CCN(CC)CC" e_tot_ha=-2077.3940 total_charge=0 fmax_ev_per_a=1.73
H 6.0437 -3.2509 -0.2328 -0.1 -0.1 0.0 0.08
H 0.4299 4.9168 -2.5271 0.0 0.1 -0.1 0.12
H -6.6234 -0.8184 -5.2514 0.0 0.0 0.0 0.07
H -0.7645 1.1072 8.1004 0.0 0.0 0.0 0.07
N 0.7982 3.7962 -4.2328 0.0 0.2 0.0 -0.20
C 6.5637 -2.4784 0.3250 0.5 0.1 -0.1 -0.06
H 2.2240 -3.3626 8.8073 0.0 0.0 0.0 0.07
H 7.5797 -2.8286 0.4831 0.1 0.0 0.1 0.07
H -2.0587 -2.9307 -2.8870 0.5 -0.1 0.3 -0.01
C 2.4744 -1.2062 -0.1830 0.5 0.0 0.2 0.01
C -6.4856 -2.7965 -1.8074 0.2 0.0 0.0 -0.28
H -7.9958 -1.8776 -4.9728 0.0 -0.1 0.0 0.05
H 2.2000 3.8108 -1.0742 0.0 0.0 0.0 0.06
H -2.4318 -0.4547 -4.7566 -0.3 0.2 0.0 -0.04
C 2.5850 0.5286 1.4916 0.0 -0.1 0.0 -0.22
N 0.5348 -1.4241 -1.5663 -0.1 0.2 0.1 0.13
H -5.0471 -1.4608 -0.8913 0.0 0.0 0.0 0.08
C -7.2118 -0.8945 -3.1770 0.2 0.2 -0.1 -0.24
H 1.1294 2.5150 -5.8231 0.0 0.1 0.0 0.12
H 2.9124 -2.0302 -0.7262 0.0 -0.1 -0.1 0.11
H -0.5313 -1.9525 -4.2238 0.2 -0.4 0.4 0.00
H 2.8737 3.0466 -2.5076 0.0 0.0 0.0 0.07
H 0.2833 3.2062 -2.3158 0.0 0.0 -0.1 0.10
H -6.7511 -3.3156 -0.8821 -0.1 0.0 0.0 0.12
O 6.5691 -0.0831 0.4981 -0.6 -0.3 0.3 -0.03
H 0.7151 4.7711 -6.0478 0.0 -0.1 0.0 0.11
H 5.7906 2.8126 1.0569 0.0 0.3 -0.2 0.13
H 0.8623 1.7663 1.6618 -0.1 0.1 0.0 0.12
C 6.5321 -1.1771 -0.4497 -0.1 -0.2 0.3 -0.21
H 3.2267 0.7137 3.5154 -0.1 0.2 0.2 0.12
C 1.5265 -2.6371 8.3837 0.1 0.0 0.1 -0.09
H -0.3291 1.3441 -4.1292 0.0 0.1 0.0 0.07
C 2.5755 5.3796 -5.1765 0.0 0.1 0.0 -0.09
H 6.1023 -2.3420 1.2969 -0.2 -0.1 0.1 0.07
H 2.6716 6.1280 -5.9660 0.0 0.0 0.0 0.07
H 2.7802 -2.5184 6.6510 -0.1 0.0 -0.1 0.11
O 6.3238 1.4202 -1.1173 -0.1 0.2 -1.0 0.13
H 5.2900 1.9882 3.0375 0.1 0.0 0.2 0.11
C 2.2333 -1.8216 7.2948 0.1 -0.2 0.0 -0.25
C -5.0782 -2.2394 -1.6553 0.1 -0.1 -0.1 -0.11
H 0.6771 -0.4151 3.8978 0.0 0.0 0.0 0.06
H -8.0062 -0.1457 -3.2267 -0.1 -0.1 0.1 0.11
H 4.1576 -0.8981 1.1004 0.2 -0.1 0.0 0.10
H 1.0351 -2.5608 5.1534 0.1 0.0 0.1 0.12
C 3.1721 -0.5754 0.8133 -0.9 0.1 -0.3 -0.01
H -2.2301 0.4424 -1.4800 -0.1 0.0 0.0 0.10
H -8.9399 -2.6020 -0.8607 0.1 0.0 0.0 0.11
C -1.2507 0.1138 -1.1618 -0.4 0.6 0.0 -0.13
H 2.9909 2.2555 2.6233 -0.2 0.1 0.4 0.12
H -0.1242 -0.3210 8.8937 0.0 -0.1 0.0 0.05
H -4.6979 -1.8232 -2.5899 0.0 0.1 0.0 0.03
H -6.3655 -2.3975 -4.5275 0.0 0.0 0.0 0.07
H 3.0018 -1.1983 7.7601 -0.1 0.1 0.0 0.11
H -0.6909 -1.5286 3.8183 0.0 0.0 0.0 0.08
C -7.0459 -1.5454 -4.5555 -0.1 0.1 -0.1 -0.08
C 0.5804 0.2947 0.1223 0.2 0.3 0.5 -0.21
C 1.1762 -0.7850 -0.5522 0.2 -0.2 -0.2 -0.22
H -8.6827 -4.1316 -2.9301 0.0 0.0 0.0 0.06
P -1.5290 -1.6825 -3.2708 -1.0 1.1 -0.9 0.75
H 5.3539 0.3636 2.4578 0.1 -0.2 -0.2 0.10
H -6.4802 -3.5611 -2.6011 0.0 0.0 0.0 0.10
C 0.7621 1.3321 -4.0870 0.0 -0.1 0.0 -0.10
C 1.3196 0.9353 1.1455 0.3 -0.1 0.1 0.03
H 1.6969 0.7076 7.6012 0.1 -0.1 0.0 0.11
N -7.4716 -1.7607 -2.0389 -0.2 0.1 0.0 -0.20
C 1.1066 4.9606 -5.0429 0.0 0.1 -0.2 -0.25
C 1.3532 2.5634 -4.7540 0.0 -0.1 0.1 -0.27
C -9.3647 -3.2849 -2.8463 -0.1 0.0 0.0 -0.09
H 4.3309 2.1781 0.3289 -0.1 0.0 -0.1 0.12
C -8.8408 -2.2151 -1.8805 -0.1 -0.1 0.1 -0.25
H -9.5424 -2.8831 -3.8429 0.1 0.0 0.0 0.05
H 0.6750 -3.1941 7.9921 0.0 0.0 0.0 0.07
H 5.5828 -1.1185 -0.9741 0.0 0.2 -0.3 0.11
H -1.1340 -0.4838 7.4526 0.0 0.0 0.0 0.07
H 1.0672 1.2550 -3.0408 0.0 0.0 0.0 0.05
C -0.1088 -0.8923 4.4863 0.0 0.0 0.0 -0.08
H 2.4505 2.5215 -4.6646 0.0 0.0 0.0 0.10
N 1.4211 -0.9825 6.4312 0.2 0.0 0.0 -0.20
C 6.0693 1.0682 -0.0076 0.3 0.0 0.2 -0.51
C 5.2115 1.9061 0.9017 0.5 -0.4 0.9 -0.07
C 0.8948 0.2301 7.0331 -0.1 0.2 -0.1 -0.25
H 2.9559 5.8318 -4.2615 0.0 -0.1 0.0 0.05
H -0.7788 -0.1181 4.8624 0.0 0.0 0.0 0.07
C -0.6466 -0.9460 -1.8640 0.3 -1.0 0.0 -0.42
H 0.5279 5.8079 -4.6655 0.0 0.0 0.1 0.11
H 2.8824 4.8065 -2.3494 0.1 0.0 -0.1 0.05
H -4.3977 -3.0388 -1.3516 0.0 0.0 0.0 0.06
N -2.6456 -0.6929 -3.7944 0.4 -0.4 0.0 -0.30
C 0.4896 -1.7289 5.6069 -0.1 0.0 -0.1 -0.27
H -6.3044 -0.3225 -2.9663 0.0 -0.1 0.0 0.10
H -0.3287 -2.1769 6.1923 0.0 0.0 0.0 0.10
N -0.6730 0.7426 -0.1725 0.3 -0.4 -0.3 0.15
H 1.1824 -2.0099 9.2050 -0.1 0.0 0.0 0.05
C 2.2998 3.9066 -2.1583 0.0 0.1 0.1 -0.08
C 0.9042 3.9696 -2.7942 -0.1 -0.1 0.3 -0.24
C 3.3722 1.2382 2.5727 0.1 -0.1 -0.7 -0.14
H 1.1132 0.4307 -4.5941 0.0 0.0 0.0 0.07
H 7.3489 -1.0876 -1.1550 0.1 0.1 -0.2 0.12
H 3.2196 4.5409 -5.4424 0.0 0.0 0.0 0.07
C -0.3503 0.1130 7.9211 0.0 0.1 0.1 -0.08
H -9.5014 -1.3449 -1.9220 0.1 0.1 -0.1 0.11
H -10.3198 -3.6699 -2.4823 0.0 0.0 0.0 0.07
H 0.6685 0.9354 6.2283 0.0 -0.1 0.0 0.10
C 4.8780 1.3212 2.2843 -0.4 0.3 0.2 -0.18

***

Repeat the fifth record exactly.
26
Properties=species:S:1:pos:R:3:forces:R:3:lowdin_charge:R:1 method="wB97M-V/def2-TZVPD" e_tot_ha=-807.9528 total_charge=-1 fmax_ev_per_a=4.95
H -2.9145 -0.3320 1.1211 -0.6 -0.2 0.9 0.06
H 0.9492 -1.7986 -1.4490 2.0 0.7 1.4 0.06
C -1.7536 -1.0876 -1.2605 2.7 2.3 3.5 -0.13
C -2.4084 -1.1017 1.7121 1.6 1.2 -1.9 -0.08
N -2.3586 -1.6865 -2.0209 -0.7 -0.8 -1.1 0.03
C -1.5518 1.2802 -0.0782 0.6 -1.8 0.0 -0.75
H 2.9317 1.4974 1.1325 -0.8 -0.4 -0.2 0.01
C 1.8253 1.4226 1.0302 -1.5 -0.8 0.6 -0.18
H 1.3246 1.0667 2.0701 1.2 1.2 -2.4 0.06
H -0.3124 -1.7900 1.3937 -0.8 1.3 -0.2 0.13
C -0.8001 -0.0582 0.1544 0.0 -0.9 -3.6 -0.24
C 1.7487 -1.3391 -0.6782 -2.5 -1.0 -0.2 -0.23
H 2.7682 -1.5168 -1.0075 0.0 0.3 -0.3 -0.01
Si 0.9835 0.4444 -0.4617 1.4 -0.3 -0.6 0.57
C -0.9291 -0.8147 1.3984 -0.5 -3.6 -1.5 -0.27
H -2.6920 -2.0494 1.3542 -0.3 -1.3 -0.3 0.06
H -0.4592 -0.2509 2.1249 0.8 1.5 1.8 0.07
H 2.4587 0.6726 -2.5805 -0.7 1.2 0.8 0.02
C 1.5605 1.2545 -2.1824 0.3 -0.3 1.0 -0.19
O -2.7153 1.3766 0.2384 -1.5 1.1 0.4 0.01
H 1.6102 -1.9660 0.2493 0.1 0.6 -0.8 0.01
H 0.7787 0.9737 -2.8905 -0.2 0.5 0.0 0.00
H 1.4481 2.3969 0.6577 0.1 -0.1 1.1 0.00
O -0.7667 2.0250 -0.6944 0.9 1.5 -0.3 -0.06
H -2.4079 -1.0174 2.7373 -1.2 0.1 2.4 0.04
H 1.6821 2.3981 -2.0705 -0.1 -2.0 -0.5 0.04